Below is a molecular structure, C15H12F4N4O4PdS2, with properties calculated with the ωB97M-V functional and the def2-TZVPD basis.

XYZ file:
```
42
Properties=species:S:1:pos:R:3
Pd 1.400 -1.857 2.968
C 4.161 0.467 -0.751
C 2.933 -0.379 -0.782
N 1.881 -0.152 -0.073
C 0.919 -1.122 -0.280
C 1.237 -2.070 -1.192
S 2.820 -1.787 -1.794
C -0.318 -1.111 0.503
C -1.565 -1.192 -0.014
S -2.715 -1.186 1.250
C -1.458 -1.072 2.407
N -0.264 -1.066 1.878
C -1.724 -0.970 3.869
H 4.144 1.053 0.165
H 4.188 1.152 -1.601
H 5.057 -0.155 -0.756
H 0.665 -2.945 -1.450
H -1.842 -1.194 -1.055
H -2.730 -1.316 4.110
H -1.626 0.069 4.192
H -0.975 -1.564 4.394
F 3.484 -2.071 5.054
C 3.021 -2.699 3.882
F 4.192 -2.745 3.116
F 2.919 -4.031 4.311
F 0.923 3.441 -0.823
C 0.152 2.600 -1.536
C -1.173 2.559 -1.351
N -1.996 1.730 -2.077
C -3.456 1.861 -1.924
C -3.960 1.755 -0.447
O -5.198 1.647 -0.363
O -3.078 1.792 0.428
C -1.480 0.830 -2.969
O -2.143 0.051 -3.634
N -0.099 0.881 -3.104
C 0.801 1.753 -2.504
O 1.975 1.774 -2.835
H -1.668 3.155 -0.601
H -3.912 1.072 -2.512
H -3.782 2.818 -2.336
H 0.289 0.224 -3.762
```

ΔE to the lowest compared entry with this formula, charge and spin   0.000 eV
Energy   -2422.6300 hartree
HOMO energy   0.03 eV
LUMO level   4.3 eV
Spin multiplicity   1
Net charge   -2